# 1
C7H9N | ωB97M-V/def2-TZVPD

For the energy above the lowest of the compared OMol25 structures with the same formula, charge and spin, the calculation gives 371.8 kJ/mol. The value obtained for the largest force on an atom is 0.1211 Eh/bohr. For the orbital gap, the calculation gives 9.218 eV. As for the structure (SMILES): C1=C[C@@H]2NCCC2=C1. The total energy is -8891.3033 eV.

Geometry as XYZ:
```
17
Properties=species:S:1:pos:R:3:forces:R:3
C 0.612170 -0.019985 1.844371 -0.035 -3.561 1.623
C 1.488208 -0.628253 0.581850 0.182 0.080 3.211
C 0.462683 -0.561513 -0.435326 -0.489 -0.214 -3.850
C 0.388958 -0.539592 -1.844759 -0.778 1.179 2.326
C -0.792874 0.378441 -2.056945 -0.546 -1.851 -1.843
C -1.512621 0.569177 -0.966066 -1.849 3.966 -0.359
C -0.770120 0.088105 0.146858 0.732 -0.816 -0.884
H -0.033992 -0.981818 2.247033 2.336 1.586 -0.325
H 1.159281 0.467019 2.688573 -0.402 -0.514 -0.832
H 1.893333 -1.629625 0.974455 -0.190 1.575 -1.097
H 2.206962 0.163734 0.314996 0.474 -0.803 0.247
H 0.987793 -0.995253 -2.675335 -0.376 0.679 1.275
H -1.300879 0.678175 -2.957010 0.633 -0.185 -0.877
H -2.475760 1.206139 -0.962701 1.691 -1.360 0.237
H -1.376602 -0.673642 0.466755 -1.585 -3.357 0.592
H -0.451570 1.782664 1.274824 0.624 -2.607 0.223
N -0.484971 0.696226 1.358428 -0.422 6.202 0.334
```
Positions in Å, forces in eV/Å.


# 2
C25H48BN4O2P | ωB97M-V/def2-TZVPD

The value obtained for the largest force on an atom is 0.0721 Eh/bohr. For the orbital gap, the calculation gives 8.200 eV. As for the structure (SMILES): CB(O)[C@]1(CCCCN)C(=O)N[C@@H](CCCCCCCCCCCCn2cccc2)[C@H]1[PH2]=N. The total energy is -46722.0149 eV.

Geometry as XYZ:
```
81
Properties=species:S:1:pos:R:3:forces:R:3
C 6.103747 0.196392 1.325809 0.255 -0.457 -0.241
B 5.274512 -0.794443 0.357795 0.847 -0.112 0.141
O 5.905293 -2.024821 0.054968 -0.701 1.648 -0.614
C 3.786092 -0.459488 -0.215450 -0.470 0.328 0.785
C 3.749852 -0.817647 -1.747555 0.105 0.372 -0.821
C 3.417649 0.372119 -2.715196 0.498 0.197 0.373
C 1.948557 0.892098 -2.644003 0.466 -0.476 -0.447
C 0.891380 -0.130045 -3.191368 -0.677 1.160 0.515
N -0.235694 0.676478 -3.768705 -0.113 -0.368 0.292
C 3.529618 1.002673 0.276288 -0.563 0.398 0.995
O 3.700752 2.074338 -0.244259 0.753 -0.506 -0.629
N 3.047764 1.006417 1.634963 -0.522 -1.142 -0.866
C 2.455583 -0.281938 2.009869 1.259 -0.874 0.942
C 0.976830 -0.289445 2.521381 -0.298 1.339 -0.188
C -0.020509 0.587650 1.660720 -0.627 0.043 0.710
C 0.082327 2.146202 1.986613 1.135 -0.560 0.039
C 0.744094 2.986965 0.824481 -0.298 -0.317 0.055
C -0.196324 4.048619 0.165793 0.506 -0.821 -0.352
C -1.447017 3.354751 -0.558321 1.121 1.170 1.249
C -2.730450 3.757235 0.247747 -0.431 0.125 -1.114
C -3.960797 2.800202 0.058720 0.211 0.062 1.177
C -3.598869 1.280553 0.021691 -0.946 -0.089 -0.973
C -4.886625 0.394113 0.262916 0.475 0.509 1.198
C -4.538813 -1.059610 0.739324 -0.608 -0.266 -1.189
C -5.417298 -2.181871 0.033923 1.331 0.402 0.027
N -4.594951 -3.424493 0.060347 -1.890 1.957 0.287
C -4.307595 -4.147385 -1.059920 1.978 -2.481 1.293
C -3.469952 -5.218933 -0.606612 -0.528 1.106 0.872
C -3.309310 -5.056950 0.836070 -0.809 1.230 -0.444
C -4.047895 -3.884649 1.233627 1.591 -2.889 -1.694
C 2.874739 -1.256332 0.821651 0.084 -0.457 0.946
P 1.555334 -2.423301 0.212978 1.399 -1.608 -1.134
N 2.162398 -3.645286 -0.617474 0.043 1.103 0.515
H 6.150454 1.247082 0.963418 -0.322 -0.565 0.531
H 7.155962 -0.158117 1.451081 -0.744 0.210 -0.066
H 5.629524 0.097643 2.337994 0.374 0.431 -0.702
H 6.812364 -1.764395 -0.185693 -0.156 -0.641 0.548
H 4.777502 -1.171610 -2.022640 -0.903 0.158 0.166
H 3.069536 -1.663858 -2.007219 0.415 0.527 0.604
H 4.144808 1.196136 -2.495640 -0.813 -0.511 -0.146
H 3.666509 0.051148 -3.761472 -0.442 0.108 0.826
H 1.645672 1.168168 -1.609125 0.363 -0.144 -0.633
H 1.915216 1.837503 -3.247168 -0.133 -0.806 0.382
H 1.293510 -0.825424 -3.962293 -0.178 0.481 0.600
H 0.438186 -0.693765 -2.335945 0.836 -0.015 -0.709
H -1.126619 0.303378 -3.432425 0.324 0.113 -0.319
H -0.201416 1.633917 -3.419336 0.105 -0.296 -0.070
H 3.689502 1.414607 2.308277 -0.382 0.198 -0.335
H 3.046050 -0.657532 2.885848 -0.505 0.175 -0.499
H 0.582322 -1.319259 2.703012 0.527 0.731 -0.399
H 0.989325 0.193017 3.535145 0.054 -0.457 -0.758
H -1.060291 0.269955 1.936425 0.837 0.035 -0.295
H 0.092384 0.380442 0.569728 -0.003 0.237 0.679
H 0.790227 2.202747 2.855466 -0.728 0.111 -0.597
H -0.883913 2.560949 2.355887 0.556 -0.322 -0.536
H 1.050781 2.254884 0.034567 -0.172 0.741 0.567
H 1.697963 3.422315 1.211487 -0.838 -0.101 -0.475
H -0.534837 4.753158 0.962000 0.239 -0.230 -0.799
H 0.413708 4.567481 -0.617975 -0.524 -0.070 0.854
H -1.218529 2.266046 -0.553745 -0.521 0.634 -0.196
H -1.434139 3.764335 -1.597790 -0.469 -0.661 0.690
H -2.487105 3.934217 1.325523 -0.176 -0.539 -0.828
H -3.045060 4.762203 -0.143060 0.307 -0.703 0.467
H -4.623996 2.955358 0.953416 0.418 -0.062 -0.778
H -4.565505 3.113918 -0.821975 0.489 -0.432 0.419
H -2.777186 1.002851 0.719008 -0.632 0.336 -0.277
H -3.250819 1.048697 -1.017246 0.064 0.030 0.825
H -5.524894 0.437249 -0.649168 0.389 -0.236 0.634
H -5.449618 0.881746 1.102913 0.207 -0.309 -0.857
H -3.487904 -1.295313 0.435422 -0.746 0.193 0.456
H -4.663012 -1.180720 1.840225 0.348 0.292 -0.777
H -6.398565 -2.329429 0.538278 0.637 0.066 -0.470
H -5.537908 -1.918933 -1.045832 -0.172 -0.189 0.938
H -4.629795 -3.969308 -2.096059 -0.051 0.345 0.987
H -3.001761 -6.006255 -1.221034 -0.442 0.656 0.432
H -2.708867 -5.679634 1.519227 -0.467 0.387 -0.590
H -4.142798 -3.447540 2.239531 -0.188 -0.084 -1.027
H 3.600189 -1.947590 1.334644 -1.103 -0.095 -0.510
H 0.582173 -1.704372 -0.552119 0.119 0.049 0.809
H 0.902847 -2.975068 1.356776 -0.164 0.871 -0.250
H 3.173371 -3.493171 -0.659148 -0.210 -0.373 -0.220
```
Positions in Å, forces in eV/Å.


# 3
C2H5N3OS | ωB97M-V/def2-TZVPD

For the energy above the lowest of the compared OMol25 structures with the same formula, charge and spin, the calculation gives 418.9 kJ/mol. The value obtained for the largest force on an atom is 0.0556 Eh/bohr. For the orbital gap, the calculation gives 8.550 eV. As for the structure (SMILES): N#CC=S(N)(N)=O. The total energy is -19504.6086 eV.

Geometry as XYZ:
```
12
Properties=species:S:1:pos:R:3:forces:R:3
C -2.325038 -0.375953 -0.095895 -2.322 -0.859 0.044
C -1.015819 -0.643780 -0.508627 2.203 -0.967 1.228
N -3.472550 -0.462797 0.107677 1.453 0.589 -0.050
N 1.341353 0.539546 -1.118626 -1.548 1.057 -1.185
N 0.916014 -0.157308 1.387285 -1.135 -0.281 -1.133
O -0.299450 1.817431 0.016264 -0.315 -0.577 1.052
S 0.159428 0.451891 0.009054 -0.509 0.521 -1.035
H -0.632388 -1.711451 -0.350573 -0.721 1.542 -0.493
H 1.061007 0.889880 -2.070182 -0.179 -0.421 1.860
H 2.206859 0.135004 -1.157330 2.254 -1.657 0.597
H 0.254836 -0.626851 2.036576 0.793 0.621 -0.878
H 1.805743 0.144383 1.744381 0.027 0.432 -0.007
```
Positions in Å, forces in eV/Å.


# 4
C4H11N2O | ωB97M-V/def2-TZVPD

For the energy above the lowest of the compared OMol25 structures with the same formula, charge and spin, the calculation gives 502.7 kJ/mol. The value obtained for the largest force on an atom is 0.0823 Eh/bohr. For the orbital gap, the calculation gives 9.223 eV. Its net charge is +1. The total energy is -9343.6463 eV.

Geometry as XYZ:
```
18
Properties=species:S:1:pos:R:3:forces:R:3
C 1.147520 0.611149 0.874744 -3.832 -1.798 0.062
C 0.650123 -0.859539 0.892318 0.692 -1.936 -2.534
C -0.325669 -0.247109 -0.089492 1.085 0.861 3.537
C -0.686437 1.486481 -1.682511 3.484 0.170 -0.526
N 0.072728 -1.652174 1.949582 -0.940 1.711 -0.038
N -0.187621 0.031915 -1.538704 -2.374 -0.408 2.855
O -1.648079 -0.222449 0.332209 1.329 1.127 -0.838
H 0.761422 1.370819 1.592813 0.341 -0.954 -0.572
H 2.046916 0.817499 0.334400 0.295 0.043 -0.272
H 1.244770 -1.644286 0.416319 1.075 1.074 -0.697
H -1.703886 1.724928 -1.484569 -0.761 -0.801 0.144
H 0.006829 2.091368 -1.073307 -0.665 -0.576 0.340
H -0.315439 1.737466 -2.630754 -0.481 0.590 -1.839
H 0.214552 -2.657411 1.896280 0.264 0.569 0.109
H 0.395088 -1.208831 2.770974 0.090 -0.388 1.555
H 0.701918 -0.324092 -1.814083 1.815 1.248 -0.290
H -0.713224 -0.660437 -2.046572 -1.573 -0.093 -0.418
H -1.661510 -0.395298 1.300352 0.155 -0.437 -0.579
```
Positions in Å, forces in eV/Å.


# 5
C9H16N3OS | ωB97M-V/def2-TZVPD

For the energy above the lowest of the compared OMol25 structures with the same formula, charge and spin, the calculation gives 448.7 kJ/mol. The value obtained for the largest force on an atom is 0.1013 Eh/bohr. For the orbital gap (spin up / spin down), the calculation gives 7.613 / 7.599 eV. Its net charge is +1. The total energy is -26934.0761 eV.

Geometry as XYZ:
```
30
Properties=species:S:1:pos:R:3:forces:R:3
C -0.765619 -0.057356 1.338223 0.694 0.258 0.320
C 0.176093 -2.071991 3.148175 -1.829 -1.154 0.066
C 0.404040 -2.244264 1.642144 -0.287 0.944 -0.496
C -1.250105 -1.365265 3.355127 1.598 1.120 0.093
C -0.307565 0.928126 -1.103052 2.931 -2.486 -0.165
C 0.307513 -1.075285 -0.504039 1.644 4.239 -2.538
C 0.582565 1.342829 -3.458285 0.383 0.517 1.935
C 0.519741 3.259244 -1.853767 1.235 -1.847 0.943
C 0.658454 1.718399 -1.979018 0.995 0.420 1.543
N -0.305670 -2.079948 -1.187080 -2.934 -2.644 0.159
N -0.007219 -1.012364 0.841522 -0.797 -1.486 1.629
N -1.248836 -0.102811 2.570958 0.943 -2.181 -1.521
O -0.202118 -2.266826 -2.359121 0.584 0.916 -0.434
S -0.874551 1.413820 0.445468 -0.523 1.275 0.883
H 0.097449 -3.140484 3.622486 0.522 2.160 -0.712
H 0.949057 -1.430013 3.596058 -0.348 -0.458 0.088
H 1.435437 -2.266539 1.272101 0.047 -0.888 0.826
H -0.189155 -3.085772 1.265670 0.333 0.195 -0.109
H -2.183547 -1.859047 3.091935 0.431 -0.724 0.039
H -1.302250 -0.998305 4.378755 -0.158 -0.468 0.128
H -1.047268 0.638805 -1.742813 -2.474 -1.130 -1.189
H 1.361112 -1.260473 -0.791005 0.082 0.784 0.766
H -0.387286 1.412611 -3.807863 -2.408 -0.259 -0.566
H 0.952541 0.355290 -3.588912 0.608 -0.597 -0.682
H 1.026032 2.162700 -3.970550 1.241 0.034 -0.784
H -0.378345 3.504171 -2.252346 -2.560 1.120 -2.166
H 1.387447 3.589110 -2.376145 0.240 0.993 -0.442
H 0.426888 3.736223 -0.902745 0.681 -0.227 1.177
H 1.683060 1.518316 -1.657510 0.001 -0.189 0.217
H -1.517897 0.737097 2.965628 -0.875 1.762 0.993
```
Positions in Å, forces in eV/Å.


# 6
C2H4OS2 | ωB97M-V/def2-TZVPD

For the energy above the lowest of the compared OMol25 structures with the same formula, charge and spin, the calculation gives 259.1 kJ/mol. The value obtained for the largest force on an atom is 0.0717 Eh/bohr. For the orbital gap, the calculation gives 8.055 eV. The total energy is -25853.8100 eV.

Geometry as XYZ:
```
9
Properties=species:S:1:pos:R:3:forces:R:3
C 0.592421 0.429149 0.035494 -1.680 -0.815 2.418
C -0.545896 1.052780 -0.667551 -0.074 -1.407 3.406
O -1.056137 -1.681781 0.067206 -2.313 -0.843 0.061
S 0.364407 -1.463443 0.010214 2.354 -0.523 0.511
S -1.949060 0.924348 0.111105 -0.518 0.670 -0.669
H 1.468104 0.560636 -0.491850 2.415 0.495 -0.416
H 0.545276 0.514740 1.172510 0.478 0.759 -1.756
H -0.305112 1.431083 -1.596842 -0.190 0.811 -2.146
H 0.885998 -1.767515 1.359712 -0.471 0.854 -1.408
```
Positions in Å, forces in eV/Å.